# 1
Below is C40H40FN5O2S2Ti as an isolated structure in a non-equilibrium geometry, with properties calculated with the ωB97M-V functional and the def2-TZVPD basis.

Last column: Mulliken charge in e.
Cartesian coordinates (Å):
H 5.7695 -0.2240 1.2514  0.371
O -1.3717 -0.5161 -0.1306  0.726
H -6.8851 -0.5245 -3.5617  0.396
C 2.8581 1.4426 2.0655  0.522
C 0.8514 2.3678 3.7457  -0.196
H -0.0318 -3.5030 3.1613  0.465
H 1.2103 -1.3360 2.7995  -0.104
H 4.1944 2.2712 3.5132  0.292
N 1.8763 -1.9645 0.9367  0.896
H 2.3920 -2.6942 2.8612  0.526
C -5.8217 -0.7104 -3.5339  -0.690
H 0.0700 2.7628 4.3808  0.358
C -2.8791 -1.6595 1.3291  1.042
N -0.6214 -2.5254 1.3758  0.956
S -2.7012 -3.4322 -1.3218  -0.345
H -4.4239 -2.5575 2.5175  0.425
H -1.3802 -0.0141 3.4041  0.324
C 4.6046 2.1954 0.4426  -1.637
C 0.5070 1.7501 2.5551  0.406
C -0.9439 1.6827 2.1419  2.453
H -2.0955 -3.0724 2.7402  0.180
C 0.9704 0.8882 -1.8773  -0.137
H -2.5139 3.0053 1.4810  0.475
H 4.9377 2.9369 1.1679  0.314
C -3.2206 -1.1853 -3.4313  0.386
H 5.4599 1.8764 -0.1512  0.455
H -3.3924 0.8643 -0.9007  0.681
C 3.1617 2.0918 3.2522  -0.314
C 3.0510 -2.1481 0.4708  -0.401
C 2.3949 -2.9196 -3.0996  -0.540
C -3.6317 0.1321 -0.1410  -0.536
H -5.5983 1.9549 -2.1983  0.190
C 5.0746 0.2579 1.9359  -1.918
H -5.9506 -2.8502 -3.7679  0.415
H -2.8092 0.8243 2.8009  0.351
C -1.8020 0.9671 3.1876  -1.708
H 3.7430 -2.7553 -4.7336  0.398
C 2.1743 2.5471 4.1052  -1.517
C -4.9270 -0.0431 0.3123  -0.628
C -5.3061 -1.9882 -3.6415  -0.369
H 3.8775 2.6613 -0.2160  0.328
H 1.5881 4.6308 -1.7078  0.418
H -6.2235 1.9494 -3.8520  0.474
H 3.5589 0.3211 0.4058  -0.993
C 1.1864 2.9713 -2.9974  -0.890
C -1.8509 -2.4626 1.8627  -1.178
S -1.5102 -1.4520 -3.1592  -0.300
H 0.7903 1.0836 -3.9794  0.513
C 3.6096 -2.6201 -3.6693  -0.619
C -2.5896 -0.6700 0.3300  0.622
H 4.6501 -0.5022 2.5873  0.371
H -1.4783 3.7172 2.7274  0.320
H -1.8606 1.5380 4.1146  0.431
C 0.9643 1.5999 -3.0466  -0.819
H 5.3099 -1.6221 -0.9252  0.331
H 5.6502 0.9500 2.5476  0.517
C 2.1570 -2.7008 -1.7225  0.450
H 1.5770 3.3201 0.3492  0.618
F 0.7843 -0.4977 -1.9278  0.350
C -4.8996 0.3340 -3.3874  1.031
C 0.3626 -3.2184 2.1706  -1.110
H -0.9917 1.1119 1.2128  -1.424
C 1.4060 2.8286 -0.5970  -1.238
N -3.6045 0.0841 -3.3460  -0.398
H 2.4308 3.0663 5.0207  0.340
H 0.6951 -4.1236 1.6375  0.296
N 1.1703 0.6372 0.4879  1.805
H -0.8909 3.5599 1.0655  0.346
H -6.2306 -1.1486 1.6123  0.388
H -5.7241 0.5622 -0.0944  0.339
Ti 0.0212 -1.6155 -0.2307  -1.365
N -4.0082 -2.2415 -3.6021  -0.499
H 5.6186 -1.9012 -3.3647  0.412
C 1.4068 3.5631 -1.7593  -0.838
H 1.5666 -3.2838 -3.6925  0.466
O 1.0140 -2.9660 -1.1907  -0.648
C -4.2069 -1.7917 1.7824  -0.888
C 1.5529 -2.2506 2.2979  -0.416
H 3.9015 -2.3404 1.1396  0.392
C -1.4892 3.0829 1.8407  -1.758
C 3.2628 -2.2266 -0.9436  0.432
C 1.1841 1.4224 -0.5902  1.011
C -5.3429 1.7579 -3.2406  -1.342
H -4.5395 2.4315 -3.5266  0.316
C -1.4748 -2.4269 -1.6556  0.762
H 1.1785 3.5596 -3.9025  0.368
C 1.5092 1.2524 1.6974  -1.573
C 4.6716 -2.1423 -2.9000  -0.809
C 4.4972 -1.9787 -1.5446  -0.444
C 3.9814 0.9954 1.1590  2.182
C -5.2124 -1.0044 1.2781  -1.042

2S+1 = 2
⟨S²⟩ = 0.775
E_HOMO (spin up / spin down) = -3.540 / -3.744 eV
total charge = -1
ΔE to the lowest compared entry with this formula, charge and spin = 2.300 eV
Kohn-Sham gap (spin up / spin down) = 5.950 / 6.131 eV
molecular weight = 753.792 g/mol
LUMO energy (spin up / spin down) = 2.411 / 2.387 eV

# 2
Below is C40H40HfN2OP as an isolated structure in a non-equilibrium geometry, with properties calculated with the ωB97M-V functional and the def2-TZVPD basis.

Last column: Mulliken charge in e.
Cartesian coordinates (Å):
C -1.5845 1.9724 3.2510  0.334
N -0.7416 0.8817 -4.4439  0.004
C -3.5936 3.7776 3.9947  -0.506
C -1.8810 -1.8914 -0.4090  -1.336
C -3.3933 -2.7424 -2.8933  -1.823
H -2.8670 -0.3939 -4.2527  0.522
H -0.1947 2.7112 -5.2687  0.518
C 1.8758 1.2446 6.2219  -0.773
O -0.4546 0.5917 -2.2232  -1.284
H 0.3578 2.4415 -3.5900  0.359
H -3.2113 -3.7887 -2.6206  0.376
C -2.2869 3.9573 4.4623  -0.726
H -1.0936 -2.3255 1.6302  0.592
H 5.0269 0.0788 -6.1654  0.390
H 1.1602 -1.5727 3.7207  0.355
C -1.2594 -2.5597 -4.1893  -1.964
C -0.2335 -3.0002 4.5374  -0.689
H -0.3063 -2.0320 -4.3355  0.265
C -3.8820 2.7426 3.0967  -0.687
H -3.6248 -2.5774 4.6701  0.422
C -0.9082 -2.2400 0.5627  -0.500
H -2.9192 -1.6010 -0.2229  0.399
C -1.3017 -2.0835 -1.6988  0.190
C 1.0105 1.1108 3.9504  0.112
C -2.2301 -1.1318 3.8902  -0.308
C -2.8740 1.8637 2.6961  -0.546
C 2.3107 1.1223 -1.6553  -0.323
H 2.4086 1.5706 2.3723  0.119
H 0.7051 -0.1093 -6.2751  0.297
H -3.0072 -0.4102 3.6388  0.391
C -0.8822 -0.8392 3.6377  0.042
C 2.2697 1.4720 3.4495  -0.449
C 4.0540 0.4924 -5.9000  -0.525
C -2.0622 -1.9900 -3.0150  2.227
H 3.9703 1.7382 6.4010  0.378
C 2.8801 -0.1305 -6.3325  -0.637
C 0.2473 1.9799 -4.5804  -1.395
C 2.4866 -0.2119 -2.1116  0.105
H 4.3165 1.9359 3.9296  0.401
H -4.0438 -2.2971 -2.1291  0.333
H -4.8923 2.6231 2.7016  0.402
C 0.8152 1.0217 5.3423  -0.072
H 2.6531 3.0961 -4.1857  0.524
C -2.5734 -2.3521 4.4808  -0.629
C 3.9853 1.6528 -5.1194  -0.598
C -2.3577 -0.4932 -3.2786  -1.021
C 3.1379 1.5729 5.7123  -0.527
C 1.5660 1.4875 -5.1073  0.879
C -1.1231 0.3442 -3.3044  0.121
H 2.8574 -2.1107 -1.0109  0.644
C 2.7414 2.1718 -4.7637  -0.324
H 0.5487 -3.7229 4.7791  0.411
C 3.3323 1.6854 4.3322  -0.579
H 2.6672 -0.5022 -3.1481  0.408
H -3.9341 -2.7305 -3.8480  0.480
H -3.0187 -0.0889 -2.4943  0.343
H 1.1611 -3.0864 0.3475  0.565
H 2.7476 -0.5607 1.2156  0.607
H -1.8476 -4.2287 5.2729  0.390
C 0.0561 -2.4862 -1.5181  -0.322
C 0.1126 -1.7905 3.9394  0.024
H 2.3469 2.0117 -2.2817  0.443
H -1.2716 0.6327 -5.2776  0.378
H 4.8905 2.1567 -4.7789  0.409
C -1.2794 3.0782 4.0658  -0.531
C -1.5784 -3.2785 4.8096  -0.604
H -4.3804 4.4622 4.3145  0.375
H -0.1660 0.7614 5.7424  0.443
C 1.6303 0.3672 -5.9393  -0.274
H -1.0529 -3.6266 -4.0229  0.458
H -1.8457 -2.4706 -5.1150  0.400
H 2.2976 2.0087 0.3912  0.505
C 2.5927 -1.0557 -0.9769  -1.645
H -3.0852 1.0884 1.9592  0.455
P -0.3608 0.7103 2.8237  1.192
H 2.9185 -1.0116 -6.9740  0.398
H 1.7081 1.1549 7.2977  0.403
N -0.1271 0.5105 1.2632  -0.213
H -2.0428 4.7876 5.1269  0.405
C 2.5267 -0.2393 0.1983  0.284
C 2.3339 1.1205 -0.2335  -1.300
Hf 0.3174 -0.2385 -0.5063  2.510
H 0.7068 -2.8399 -2.3276  0.559
H -0.2569 3.2435 4.4006  0.447
C 0.2995 -2.5928 -0.1052  -0.882

E_HOMO = -10.185 eV
total charge = +1
Kohn-Sham gap = 8.103 eV
molecular weight = 774.237 g/mol
LUMO energy = -2.082 eV

# 3
Below is a 8-piece molecular cluster, C40H40N8 overall in a non-equilibrium geometry, with properties calculated with the ωB97M-V functional and the def2-TZVPD basis.

Last column: Mulliken charge in e.
Cartesian coordinates (Å):
C -3.2001 3.4024 3.2065  -0.385
C -5.7333 2.6133 -3.1523  -0.448
H -6.6665 -0.2119 -1.5960  0.417
N 4.8537 2.0453 -0.6479  -0.672
H 5.2962 0.1935 -1.4840  0.487
C -4.1854 -0.9168 3.7399  -0.346
H -2.4503 3.1229 1.1924  0.491
H 2.7200 2.0707 6.9417  0.353
C -4.8265 0.1093 -2.6271  -0.058
C 1.7119 -4.7977 -4.7101  -0.205
H 3.1323 -0.1207 -2.5590  0.481
H -1.7938 0.6728 -1.5473  0.586
C -3.5013 -0.8101 2.5341  -0.363
C 2.5655 0.7228 3.8560  -0.218
H -3.9340 2.7070 -4.3254  0.373
C 0.7759 -0.4588 0.3123  -0.113
C -0.9157 3.0962 2.7125  0.063
N -4.0746 0.8875 -3.3936  -0.507
C 3.3267 0.7815 -1.9949  -0.365
H -5.6973 1.2318 1.0281  0.500
H -4.2494 3.4245 2.9357  0.386
C -6.4872 1.8140 -2.3135  -0.220
H -3.5643 0.0898 0.5785  0.565
C -0.1496 0.4394 -0.1910  -0.327
H 3.9498 2.1012 4.7663  0.392
C 4.5682 -2.5322 -0.5135  0.075
H -4.4828 -0.8817 -2.3486  0.382
H 1.8878 3.6043 -0.8033  0.460
H -7.3474 2.2178 -1.7949  0.418
H 2.3684 -5.4713 -4.1643  0.399
H 5.2235 -1.6758 1.3398  0.419
H -1.8724 -1.7551 -2.0652  0.388
H 4.2689 -3.3034 -2.5047  0.624
N -1.5886 3.3888 4.9770  -0.579
H -2.5560 -1.3236 2.4113  0.459
C -0.1029 -3.4465 -4.7790  -0.122
C 2.4099 1.4388 6.1165  -0.272
C -2.2193 3.2270 2.2435  -0.380
H -0.9853 -3.1292 -4.2345  0.384
C -2.8498 3.4109 4.5454  -0.272
C 3.8940 2.9561 -0.4729  -0.355
C 0.8824 -0.0521 5.3383  -0.418
C 2.6327 2.8562 -1.0447  -0.459
H 0.0236 -0.6708 5.5799  0.407
H 1.3851 -3.4819 -7.8007  0.370
C 7.1420 -2.3999 -1.3358  -0.267
H -0.1266 2.9023 1.9947  0.344
H 0.3858 3.1673 4.3749  0.411
C -4.0705 -0.0558 1.5247  -0.034
C 2.3392 1.7326 -1.8026  -0.354
C -1.1309 -0.0242 -1.0486  -0.631
H -0.0264 1.4943 0.0209  0.697
C 1.1899 -3.7107 -6.7597  -0.159
H 1.5269 -0.1163 1.0131  0.809
H 3.0838 0.6868 2.9034  0.509
C -0.6547 3.1993 4.0635  -0.407
N 6.2306 -2.8103 -2.2074  -0.579
C 4.9644 -2.8608 -1.7976  -0.557
N 0.6610 -4.2950 -4.0896  -0.489
C 0.6292 -1.8019 -0.0014  -1.170
C -5.2814 0.5721 1.7814  -0.517
H -3.7578 -1.4427 4.5868  0.384
N -0.2796 -2.2531 -0.8607  -0.533
H -6.8910 0.7709 3.2248  0.372
H 7.6428 -1.7394 0.6265  0.381
C 3.0725 1.4841 4.9030  -0.521
H -5.9566 3.6519 -3.3581  0.363
N 1.3646 0.6494 6.3499  -0.544
C 5.5243 -2.0610 0.3732  -0.388
H -3.6237 3.5274 5.2965  0.366
H 4.1698 3.8002 0.1497  0.404
C 6.8347 -1.9784 -0.0536  -0.357
H 0.9718 -0.5723 3.2388  0.363
C -4.5341 2.1097 -3.6464  -0.211
C -1.1631 -1.3828 -1.3324  -0.340
C 0.1260 -3.1133 -6.1011  -0.515
C -5.9370 0.3231 2.9718  -0.452
H 2.8363 -5.0821 -6.5295  0.367
C 1.4080 -0.0067 4.0509  -0.033
C 4.5554 0.9803 -1.3782  -0.186
H 8.1677 -2.4455 -1.6856  0.384
H 3.5565 -2.6974 -0.1676  0.271
H 1.3652 1.6602 -2.2698  0.557
H -0.5470 -2.4163 -6.5822  0.358
C -6.0518 0.5161 -2.1117  -0.483
C 2.0165 -4.5642 -6.0523  -0.386
H 1.2234 -2.5634 0.4952  0.545
N -5.3992 -0.4206 3.9410  -0.570

E_HOMO = -9.650 eV
SMILES = c1ccncc1.c1ccncc1.c1ccncc1.c1ccncc1.c1ccncc1.c1ccncc1.c1ccncc1.c1ccncc1
ΔE to the lowest compared entry with this formula, charge and spin = 0.561 eV
Kohn-Sham gap = 9.998 eV
molecular weight = 632.816 g/mol
LUMO energy = 0.348 eV

Q: What is the molecular weight in the third record?
A: 632.816 g/mol

Q: Look up the molecular weight of the third one.
A: 632.816 g/mol

Q: Number 1 is which compound?
A: C40H40FN5O2S2Ti